1.
This record from OMol25 describes a molecular structure, C13H30AsF6N3O4PdS3Si2. The level of theory is ωB97M-V/def2-TZVPD.

CARTESIAN COORDINATES (ANGSTROEM)
H (0.45, 0.48, 1.21)
H (1.77, -3.11, -1.93)
H (-2.30, 1.82, -3.85)
Si (-0.64, -3.11, -2.54)
H (-1.08, -4.45, -0.52)
N (0.63, 0.00, 4.39)
H (0.48, 2.65, 1.69)
H (-2.11, 0.79, -0.10)
H (-0.76, -2.78, -0.07)
H (-3.71, 0.00, -0.12)
H (-1.50, -5.37, -3.29)
C (0.46, -0.34, 3.07)
H (-4.11, -2.15, -2.53)
C (0.79, 2.07, 2.55)
C (-1.28, -3.41, -0.79)
H (-1.54, 0.04, 6.09)
Pd (0.41, 0.17, -1.41)
H (0.67, -1.89, 5.19)
H (-2.46, 2.32, -2.17)
H (-1.27, -4.27, -4.67)
As (-0.70, -0.96, -3.42)
C (1.60, 4.48, -0.83)
N (2.00, 1.89, -0.65)
H (2.87, 2.12, 2.01)
O (-0.29, 2.84, -0.45)
C (2.25, 2.36, 2.88)
H (-2.35, -3.24, -0.71)
H (-4.21, -1.11, -3.96)
F (4.79, 1.84, 0.46)
F (2.69, 4.79, -1.53)
S (3.07, 1.00, -1.42)
F (0.70, 5.46, -1.06)
H (-1.72, -1.29, 4.93)
H (2.38, 3.43, 3.10)
H (0.90, -0.57, 6.35)
C (0.32, -0.90, 5.48)
H (0.61, 0.98, 4.60)
C (4.64, 1.83, -0.88)
H (0.13, 2.38, 3.37)
O (0.79, 2.96, -2.71)
C (-2.66, -0.09, -0.45)
C (-2.83, 1.62, -2.92)
S (0.17, -1.92, 2.58)
H (-5.06, -0.65, -2.47)
H (-3.90, 1.82, -3.08)
H (2.61, 1.78, 3.73)
C (-1.16, -0.95, 5.81)
C (-1.61, -4.33, -3.64)
C (1.14, -3.75, -2.55)
F (1.92, 4.56, 0.48)
H (-1.36, -1.64, 6.63)
O (3.14, 1.14, -2.84)
O (3.23, -0.27, -0.77)
F (5.70, 1.17, -1.37)
H (1.20, -4.78, -2.18)
H (-2.68, -4.08, -3.62)
S (0.88, 2.83, -1.29)
H (1.56, -3.73, -3.56)
C (-4.15, -1.11, -2.87)
Si (-2.57, -0.17, -2.34)
N (0.54, 0.68, 2.21)
H (-2.23, -0.96, 0.05)
F (4.74, 3.09, -1.30)

HOMO energy: -0.6 eV
HOMO-LUMO gap: 0.1836 hartree
Relative energy (zero: lowest compared OMol25 entry of this formula, charge and spin): 0.0 kcal/mol
F_max: 0.62 eV/Å
Total charge: -2
DFT total energy: -5715.10218 Eh



2.
This record from OMol25 describes a molecular structure, C13H30LaN2O2P2. The level of theory is ωB97M-V/def2-TZVPD.

CARTESIAN COORDINATES (ANGSTROEM)
H (-0.77, -0.33, -3.38)
H (-2.49, 4.14, 1.12)
H (-1.47, 0.57, 4.20)
H (2.87, 2.77, -0.53)
H (1.17, 3.95, 1.77)
H (-3.73, -0.24, 0.28)
H (2.07, 2.41, 1.83)
H (-1.62, -1.49, 3.87)
C (1.57, 3.13, 1.16)
C (-2.71, -0.16, 0.71)
P (3.50, -0.62, -0.21)
H (4.19, -1.87, -0.01)
H (0.55, -4.49, 1.37)
O (0.40, 2.39, 0.69)
C (-0.74, 3.22, 0.26)
La (0.64, -0.15, 0.82)
H (1.90, 4.29, -0.62)
H (-0.84, -4.83, -1.36)
H (1.82, 0.06, -3.40)
C (-0.72, 0.26, -2.44)
H (3.29, 4.18, 0.50)
H (4.59, -0.13, -0.99)
C (2.69, -1.13, -1.80)
C (-0.07, -4.05, -1.30)
H (-3.68, -0.12, 2.60)
H (-2.21, -1.26, -1.84)
N (0.56, 0.13, -1.69)
C (1.64, -0.16, -2.32)
C (-1.66, 3.50, 1.43)
P (-1.20, -0.35, 3.15)
N (-1.67, -0.11, -0.13)
H (-0.89, 1.33, -2.70)
H (2.11, -2.08, -1.72)
C (2.47, 3.62, 0.04)
H (-1.15, 4.05, 2.22)
O (0.50, -2.21, 0.48)
C (-0.45, -4.07, 1.21)
C (-0.35, -3.23, -0.03)
H (-2.82, 0.46, -1.87)
H (0.89, -4.59, -1.28)
C (-1.96, -0.20, -1.57)
H (-1.30, -2.71, -0.26)
H (-0.62, -3.40, 2.07)
H (-0.35, 4.17, -0.15)
H (-2.09, 2.60, 1.85)
C (-2.70, -0.13, 2.12)
H (-1.19, -4.86, 1.17)
H (3.51, -1.41, -2.54)
H (-0.19, -3.51, -2.24)
H (-1.28, 2.67, -0.54)

HOMO energy (alpha / beta): -15.7 / -15.7 eV
Multiplicity: 2
⟨S²⟩: 0.7830
HOMO-LUMO gap (alpha / beta): 0.3492 / 0.2613 hartree
F_max: 2.18 eV/Å
Total charge: +2
DFT total energy: -1487.02323 Eh



3.
This record from OMol25 describes a molecular structure, C13H31CuN2O7. The level of theory is ωB97M-V/def2-TZVPD.

CARTESIAN COORDINATES (ANGSTROEM)
H (4.44, -1.43, -1.88)
H (-2.85, 2.91, -0.59)
H (3.95, -4.75, -3.12)
N (1.15, -0.85, -1.27)
O (3.28, -2.85, -2.75)
C (3.41, -1.82, -1.79)
H (-1.09, -1.72, 2.89)
C (-3.01, 0.95, 2.89)
H (-2.38, 4.26, 0.48)
H (1.00, -2.94, -1.73)
C (0.99, 2.43, -1.66)
N (-1.91, 2.35, 1.20)
O (2.75, 0.93, 3.19)
O (-1.45, -1.29, -0.10)
O (1.41, -0.18, 1.77)
C (-3.19, 1.91, 1.74)
H (1.67, 2.53, -0.81)
Cu (-0.41, 0.70, 0.91)
H (-2.87, -1.70, 2.86)
H (-1.99, -1.10, 4.27)
H (1.11, 3.30, -2.33)
H (-3.79, 1.46, 0.93)
H (-3.84, 2.75, 2.06)
H (2.86, 0.21, -1.73)
H (4.87, -3.87, -1.89)
H (-3.91, 0.33, 2.99)
C (2.40, -0.73, -2.03)
C (-2.07, 3.29, 0.07)
H (3.25, -4.50, -1.49)
H (-0.08, -1.86, -2.61)
H (-0.02, 3.78, 0.17)
H (-2.77, 1.49, 3.81)
C (1.66, 0.92, 2.37)
C (0.39, -2.04, -1.63)
C (-0.76, 3.51, -0.61)
O (-1.91, 0.11, 2.56)
H (-1.44, 2.84, 1.96)
O (1.00, 1.96, 2.27)
H (1.39, -0.91, -0.29)
H (-0.75, 4.33, -1.34)
C (-2.26, -0.69, -1.11)
H (-1.63, -0.17, -1.84)
H (3.36, -2.21, -0.77)
H (1.24, 1.56, -2.25)
H (3.07, 0.02, 3.18)
H (-2.83, 0.10, -0.64)
O (-0.34, 2.32, -1.22)
H (-0.22, -2.82, 0.29)
C (-0.68, -2.36, -0.59)
H (2.13, -0.68, -3.09)
C (-1.97, -1.15, 3.17)
C (3.86, -4.06, -2.29)
H (-1.34, -3.13, -1.02)
H (-2.89, -1.44, -1.59)

HOMO energy: -7.0 eV
HOMO-LUMO gap: 0.2833 hartree
Relative energy (zero: lowest compared OMol25 entry of this formula, charge and spin): 0.0 kcal/mol
F_max: 1.07 eV/Å
Total charge: 0
DFT total energy: -2790.55887 Eh



4.
This record from OMol25 describes 7 unconnected molecules or ions with the total composition C13H31N5O14. The level of theory is ωB97M-V/def2-TZVPD.

CARTESIAN COORDINATES (ANGSTROEM)
H (1.59, -0.22, -7.09)
C (-1.07, -0.84, 3.06)
H (-2.80, 3.26, 0.39)
O (-4.25, 2.23, 2.44)
H (-3.42, -2.34, 2.15)
H (2.52, -3.54, 3.42)
H (1.46, -0.28, -8.84)
C (-0.84, 1.72, -5.90)
N (0.80, -3.42, 4.67)
O (2.96, -0.27, 0.70)
H (2.53, 4.90, 4.66)
H (0.23, -1.12, -2.36)
O (-3.66, -3.65, 0.13)
H (2.40, 1.08, -8.09)
O (-0.56, -0.22, 0.69)
C (-0.33, -1.16, -0.25)
H (0.70, -1.14, 2.11)
C (-0.01, -0.32, 2.05)
H (-0.75, -0.54, 4.06)
C (2.25, 4.02, 4.08)
H (-0.51, 0.71, -8.18)
C (-0.46, -0.64, -1.66)
O (0.26, 1.88, -6.64)
N (3.43, 0.03, -0.36)
O (-1.96, 1.40, -6.34)
O (1.45, -2.78, 5.52)
H (5.12, 0.99, -0.12)
O (0.13, -2.23, 0.05)
H (-0.04, 1.08, -3.89)
H (-2.06, -0.37, 3.04)
O (0.96, 2.16, 4.33)
N (-4.16, -4.03, 1.19)
H (-1.35, 2.39, 1.07)
H (-5.00, -2.89, 2.66)
C (4.90, -0.04, -0.40)
H (-0.16, 0.41, -1.69)
C (1.55, 0.40, -7.99)
H (1.29, -4.64, 2.93)
H (-2.81, 1.49, 0.54)
O (-2.36, 2.72, 3.33)
C (1.44, -3.65, 3.36)
H (0.11, 2.76, -4.23)
H (1.57, 4.38, 3.31)
H (5.35, -0.73, 0.32)
C (-2.44, 2.42, 0.98)
O (-4.99, -4.98, 1.29)
N (-3.05, 2.48, 2.36)
H (-1.50, 1.97, -3.85)
N (1.48, 3.10, 4.90)
C (-4.00, -3.23, 2.38)
H (1.09, -2.85, 2.71)
H (3.10, 3.44, 3.75)
H (-3.46, -3.80, 3.13)
H (5.16, -0.33, -1.42)
H (0.42, 0.64, 2.34)
O (1.42, 3.26, 6.07)
H (-1.19, -1.92, 3.06)
H (0.54, 2.07, -8.80)
H (-1.40, -0.84, -2.17)
O (-0.25, -3.94, 4.83)
O (2.82, 0.27, -1.40)
C (0.37, 1.34, -8.01)
C (-0.55, 1.91, -4.37)

HOMO energy (alpha / beta): 0.0 / -3.6 eV
Multiplicity: 2
⟨S²⟩: 0.7533
HOMO-LUMO gap (alpha / beta): 0.0520 / 0.1837 hartree
F_max: 4.15 eV/Å
Total charge: -1
DFT total energy: -1840.54507 Eh



5.
This record from OMol25 describes 3 unconnected molecules or ions with the total composition C13H32BF3N2O6S2. The level of theory is ωB97M-V/def2-TZVPD.

CARTESIAN COORDINATES (ANGSTROEM)
H (3.20, -3.97, 2.55)
C (-6.99, 5.55, 0.00)
H (4.90, -4.14, 2.88)
N (-7.34, 4.13, 0.16)
H (6.82, -5.78, -1.30)
S (0.92, 0.07, 0.83)
H (-8.94, 5.08, -3.21)
C (2.48, 0.71, 0.01)
H (5.69, -4.48, -0.27)
H (-8.75, 6.04, -1.22)
H (8.45, -5.29, -1.85)
H (-5.91, 5.69, -0.11)
O (0.66, 0.91, 2.14)
C (7.88, -5.81, -1.07)
O (3.97, -5.69, 1.83)
S (-2.08, 1.29, 0.21)
H (-6.83, 2.35, 1.06)
H (-5.74, 3.11, -1.91)
H (5.01, -7.45, 1.80)
C (-4.96, 3.39, 0.85)
C (4.38, -3.42, 0.85)
F (2.28, 1.33, -1.32)
C (8.12, -3.85, 0.27)
H (-7.30, 3.67, -0.75)
H (8.25, -3.39, -0.72)
N (5.65, -3.55, 0.14)
H (3.59, -3.67, 0.12)
H (8.98, -3.55, 0.89)
C (-6.49, 3.39, 1.09)
H (-0.77, -0.56, -1.20)
B (-0.63, 0.14, -0.23)
O (1.13, -1.44, 1.24)
H (-7.31, 6.10, 0.89)
H (-6.69, 3.75, 2.11)
H (-7.46, 7.25, -1.23)
H (-4.53, 4.39, 0.84)
F (3.36, -0.49, -0.23)
H (-4.54, 4.38, -1.47)
H (5.42, -6.33, 0.51)
H (-7.87, 3.76, -2.66)
O (-4.54, 2.64, -0.29)
H (8.19, -6.86, -1.07)
C (4.14, -4.30, 2.10)
H (6.77, -3.86, 1.92)
O (8.15, -5.28, 0.22)
H (-7.50, 4.62, -4.15)
C (5.18, -6.40, 1.57)
C (-4.73, 3.30, -1.54)
F (3.21, 1.61, 0.98)
O (-7.08, 5.67, -2.45)
H (4.24, -2.37, 1.12)
C (6.84, -3.33, 0.96)
H (-4.04, 2.88, -2.26)
H (6.01, -6.04, 2.19)
H (-4.51, 2.88, 1.71)
C (-7.66, 6.17, -1.24)
H (6.95, -2.26, 1.17)
C (-7.90, 4.73, -3.14)
H (-1.72, 2.56, -0.33)

HOMO energy: -8.4 eV
Structure (SMILES): O=S(=O)(BS)C(F)(F)F.COCCNCCOC.COCCNCCOC
HOMO-LUMO gap: 0.2170 hartree
F_max: 8.90 eV/Å
Total charge: 0
DFT total energy: -2196.00798 Eh



6.
This record from OMol25 describes 3 unconnected molecules or ions with the total composition C13H32BNO7P. The level of theory is ωB97M-V/def2-TZVPD.

CARTESIAN COORDINATES (ANGSTROEM)
O (-3.40, 1.14, -3.58)
H (-0.73, 0.57, 5.11)
H (-3.78, 0.55, -6.80)
H (0.55, 0.19, -1.54)
H (-4.34, -0.64, -3.14)
C (5.37, -0.95, 1.80)
H (-3.21, -0.72, -5.71)
O (-1.08, 1.22, 3.20)
H (-0.08, 1.51, -0.43)
H (4.82, -1.10, 2.74)
O (1.58, -1.65, 1.97)
C (-5.03, 0.20, -5.02)
H (-3.47, 1.03, 4.71)
H (-3.87, 2.67, 4.20)
C (-1.87, 2.42, 5.08)
H (-5.65, 1.05, -5.30)
H (-1.76, 0.10, -1.70)
H (3.06, -2.38, -2.62)
O (3.28, -2.59, -1.72)
C (-4.59, 0.34, -3.57)
H (4.84, 0.08, -1.56)
B (3.63, -1.36, -1.14)
H (-0.47, -0.81, 1.32)
H (-3.12, 2.29, -5.25)
H (0.86, 0.58, 1.74)
C (2.78, -2.06, 1.35)
C (3.44, -1.00, 0.41)
N (-1.36, -0.18, -0.80)
H (0.22, 1.98, 4.61)
C (-0.03, 0.43, -0.62)
O (4.14, -0.38, -2.01)
H (-5.34, 0.81, -2.94)
H (-2.94, 0.83, 2.39)
H (3.40, -2.64, 2.04)
H (-2.01, 2.34, 6.16)
H (-1.65, 3.46, 4.84)
C (-0.76, 1.51, 4.56)
H (0.78, -1.66, -0.10)
H (2.45, -2.85, 0.63)
H (-1.85, 1.09, -4.94)
C (-2.92, 1.27, -4.92)
C (-3.70, 0.26, -5.75)
C (-3.06, 1.94, 4.27)
H (6.95, -2.10, 0.77)
C (-2.42, 1.63, 2.93)
O (2.44, 0.01, 0.29)
H (5.32, -2.83, 0.60)
H (6.20, -0.28, 2.06)
H (-2.38, 2.51, 2.29)
P (0.86, -0.52, 0.82)
H (6.19, -2.91, 2.12)
O (4.57, -0.25, 0.88)
C (5.98, -2.26, 1.26)
H (-1.29, -1.19, -0.81)
H (-5.59, -0.71, -5.20)

HOMO energy: -3.5 eV
HOMO-LUMO gap: 0.2301 hartree
F_max: 2.73 eV/Å
Total charge: -1
DFT total energy: -1462.17347 Eh



7.
This record from OMol25 describes a molecular structure, C13H32MgNO4. The level of theory is ωB97M-V/def2-TZVPD.

CARTESIAN COORDINATES (ANGSTROEM)
Mg (-0.03, -0.27, 0.88)
H (-3.97, -0.19, 2.33)
C (1.53, 2.42, -2.37)
C (-3.41, -1.10, -0.31)
C (0.80, 1.17, -1.82)
H (0.74, 3.19, -2.54)
H (-1.04, 1.53, -2.81)
H (-4.92, -1.68, 1.90)
H (-0.01, -3.17, -0.06)
H (-4.31, -1.65, -0.59)
H (3.22, 3.34, -5.03)
H (-0.89, -0.14, -2.27)
H (2.83, -3.08, -0.98)
H (1.70, 4.03, -4.51)
H (-3.65, -1.73, 3.07)
C (-0.32, 0.73, -2.67)
O (2.16, 2.18, -3.62)
H (2.03, -4.56, -0.36)
H (2.22, 2.67, 3.51)
O (-1.71, -0.86, 1.35)
H (-2.70, -1.39, -1.13)
H (1.13, -2.62, -2.70)
H (-0.98, 0.80, 4.87)
H (-0.81, -0.42, 3.63)
H (2.33, 2.72, -1.65)
H (0.59, -0.17, 4.79)
H (-0.20, 2.11, 3.00)
N (0.21, 1.53, -0.50)
H (1.11, 2.71, 4.90)
H (2.25, 1.32, 4.59)
C (2.57, 3.50, -4.14)
H (1.50, 0.31, -1.61)
C (0.80, -2.77, -0.68)
H (0.55, -4.21, -2.30)
C (-2.90, -1.55, 1.05)
H (-2.71, -2.64, 1.07)
C (2.10, -3.45, -0.23)
H (-0.02, 0.35, -3.64)
O (0.89, -1.38, -0.54)
O (1.11, 0.73, 2.20)
H (-0.59, -2.83, -2.29)
H (-3.63, 0.00, -0.35)
H (2.49, -3.12, 0.74)
C (-3.93, -1.26, 2.11)
C (1.54, 2.07, 4.11)
H (0.91, 1.98, 0.10)
C (0.43, -3.16, -2.05)
H (-0.34, 2.33, -0.67)
C (-0.26, 0.33, 4.22)
H (3.08, 4.03, -3.32)
C (0.52, 1.33, 3.31)

HOMO energy: -4.8 eV
HOMO-LUMO gap: 0.2790 hartree
F_max: 2.59 eV/Å
Total charge: -1
DFT total energy: -1070.44281 Eh



8.
This record from OMol25 describes a molecular structure, C13H33LiN2O5. The level of theory is ωB97M-V/def2-TZVPD.

CARTESIAN COORDINATES (ANGSTROEM)
H (-4.24, -0.37, -2.08)
H (-1.94, -1.13, -1.51)
N (0.00, 1.16, 0.22)
H (-1.70, 1.21, -0.98)
C (-1.48, 1.35, 0.08)
H (0.59, -0.48, 4.98)
H (4.96, -2.53, -1.19)
H (-4.76, -1.95, -2.64)
H (-0.10, -3.49, -1.06)
H (0.18, 0.93, 4.07)
H (2.00, -1.43, 2.20)
H (5.04, -1.02, -2.04)
C (1.03, 0.38, 4.47)
C (4.77, -1.46, -1.08)
H (1.17, -1.71, -2.58)
Li (0.96, -0.53, -0.44)
H (2.43, 1.88, 2.49)
H (-2.98, 2.84, 0.48)
C (2.98, 1.12, 3.05)
H (1.37, 0.98, 5.32)
O (-2.89, -1.39, -3.34)
H (0.18, -0.54, -3.02)
H (-2.61, 5.28, -0.45)
H (-3.18, 0.14, 0.87)
C (-2.14, -1.91, -2.26)
H (-1.60, 2.83, 1.61)
N (0.27, -1.29, -2.33)
H (-1.05, -4.41, -2.30)
C (-1.63, 4.99, -0.07)
H (-1.68, 5.21, 1.01)
H (0.33, 2.07, -0.14)
H (-0.72, -2.34, -3.84)
H (3.42, 1.66, 3.91)
H (0.58, -4.02, -2.63)
C (-1.89, 2.73, 0.56)
H (5.38, -1.00, -0.31)
C (-2.09, 0.25, 0.96)
O (-1.28, 3.66, -0.30)
H (3.86, 0.78, 2.49)
H (0.34, 1.28, 1.18)
H (2.84, -0.69, 4.07)
H (-2.68, -2.71, -1.73)
H (-4.62, -0.53, -3.80)
O (2.83, -0.05, -0.89)
O (2.56, -2.18, -0.46)
H (-1.70, -0.70, 0.61)
O (1.51, -0.60, 2.33)
C (2.13, -0.06, 3.52)
C (-4.21, -1.05, -2.94)
H (-1.92, 0.39, 2.03)
H (-0.84, 5.66, -0.42)
C (-0.30, -3.64, -2.12)
C (-0.75, -2.31, -2.75)
C (3.28, -1.22, -0.82)

HOMO energy: -8.4 eV
HOMO-LUMO gap: 0.3305 hartree
F_max: 2.56 eV/Å
Total charge: 0
DFT total energy: -1008.41596 Eh